A | 6
Properties=species:S:1:pos:R:3 method="wB97M-V/def2-TZVPD" homo_energy_ev="-4.41 / -4.41" homo_lumo_gap_ev="7.4 / 7.4" smiles="N#S([O-])=S(=O)=O" lumo_energy_ev="3.0 / 3.0" charge=-1
N 2.11303 1.10528 0.06557
S 1.02126 0.11793 0.29456
O 1.25980 -1.33514 -0.01484
S -1.33863 -0.14573 -0.33252
O -1.74657 -1.10222 0.68012
O -1.82324 1.19698 -0.06160



B | 6
Properties=species:S:1:pos:R:3 method="wB97M-V/def2-TZVPD" homo_energy_ev=-4.88 homo_lumo_gap_ev=8.2 smiles="N#S([O-])=S(=O)=O" lumo_energy_ev=3.3 charge=-1
N 1.92399 -0.87805 1.12428
S 1.10597 -0.04726 0.13786
O 1.81915 0.51700 -1.08867
S -1.17239 -0.09979 0.02075
O -1.53087 0.99252 1.00937
O -1.43972 0.25096 -1.37264



Ordering by calculated energy gives the sequence A, B, with the first entry being the most stable.



A | 10
Properties=species:S:1:pos:R:3 method="wB97M-V/def2-TZVPD" homo_energy_ev=-8.68 homo_lumo_gap_ev=9.8 smiles="[H]/N=C/NC" lumo_energy_ev=1.1
H 0.10648 -1.50527 -2.56478
N 0.41612 -0.70117 -2.02120
C -0.04739 -0.63392 -0.83216
N 0.23197 0.47781 -0.11330
C -0.15927 0.55638 1.29399
H -0.59994 -1.37381 -0.25736
H 0.75161 1.23609 -0.48296
H -1.23744 0.61469 1.43158
H 0.33799 -0.19642 1.89417
H 0.19987 1.52564 1.65203



B | 10
Properties=species:S:1:pos:R:3 method="wB97M-V/def2-TZVPD" homo_energy_ev=-10.17 homo_lumo_gap_ev=11.1 smiles="C=N.C=N" lumo_energy_ev=0.9
C -2.06975 -0.23814 -0.58948
N -2.20137 -0.36943 0.66290
H -2.10536 -1.12421 -1.21216
H -1.93020 0.73986 -1.05100
H -2.14921 0.54604 1.11289
C 1.90541 -0.04197 0.52872
N 2.88870 -0.02193 -0.25568
H 1.91067 -0.69140 1.40051
H 0.97989 0.52055 0.38646
H 2.77121 0.68062 -0.98316



C | 10
Properties=species:S:1:pos:R:3 method="wB97M-V/def2-TZVPD" homo_energy_ev=-9.07 homo_lumo_gap_ev=10.1 lumo_energy_ev=1.0
C -0.75120 1.15794 0.24140
N -0.84711 -0.21031 0.73751
C 0.01624 -1.04663 0.33896
N 1.14906 -0.79423 -0.40931
H 0.22102 1.63626 0.43290
H -1.46606 1.75471 0.80166
H -0.94223 1.15148 -0.83272
H -0.28174 -2.09562 0.32259
H 1.65562 -1.60969 -0.69937
H 1.24639 0.05609 -0.93363



D | 10
Properties=species:S:1:pos:R:3 method="wB97M-V/def2-TZVPD" homo_energy_ev=-9.12 homo_lumo_gap_ev=9.9 smiles="[H]/N=C(/C)N" lumo_energy_ev=0.8
H 1.93020 0.96779 -1.12044
N 1.03766 1.20472 -0.62835
C 0.27262 0.20355 -0.16252
C -1.11752 0.49624 0.41882
N 0.58774 -1.19032 -0.14784
H -1.48633 1.61242 -0.14010
H -1.90172 -0.46473 0.07581
H -0.93222 0.52605 1.74173
H -0.04556 -1.90708 0.17432
H 1.65515 -1.44863 -0.21143



Ordering by calculated energy gives the sequence A, C, B, D, with the first entry being the most stable.



A | 10
Properties=species:S:1:pos:R:3 method="wB97M-V/def2-TZVPD" homo_energy_ev=-9.29 homo_lumo_gap_ev=10.1 lumo_energy_ev=0.8
H 1.97806 -1.07166 0.52416
N 1.69394 -0.23081 -0.22837
C 0.47760 0.03203 -0.24166
C -0.52499 -0.62669 0.72083
N -0.09311 0.83133 -1.19978
H -1.08042 0.07337 1.61845
H -1.50947 -0.83567 0.19813
H -0.28511 -1.20834 1.48257
H -1.05172 1.27118 -0.96291
H 0.39522 1.76525 -1.91142



B | 10
Properties=species:S:1:pos:R:3 method="wB97M-V/def2-TZVPD" homo_energy_ev=-8.59 homo_lumo_gap_ev=9.0 lumo_energy_ev=0.5
N 0.09816 -0.52643 0.74671
N -1.10278 -0.73657 1.30758
C 0.39490 0.33806 -0.13349
C 0.02138 1.32538 -0.92462
H 2.01924 -1.35948 -0.56823
H -1.94140 -0.32460 0.91336
H -1.19304 -1.67490 1.67040
H 1.87025 -0.51515 -0.34163
H -0.62071 1.16168 -1.77884
H 0.45401 2.31200 -0.89124



Ordering by calculated energy gives the sequence A, B, with the first entry being the most stable.



A | 10
Properties=species:S:1:pos:R:3 method="wB97M-V/def2-TZVPD" homo_energy_ev=-9.54 homo_lumo_gap_ev=10.5 smiles="[H]/N=C(/C)N" lumo_energy_ev=1.0
H 2.31173 0.21532 -0.45822
N 1.49158 -0.41450 -0.46753
C 0.40482 0.06731 -0.16173
C -0.73721 -0.92202 -0.10631
N -0.05959 1.34441 0.11103
H -0.38081 -1.76289 0.54004
H -0.97346 -1.31414 -1.03331
H -1.55581 -0.60201 0.55371
H -1.05447 1.38155 0.45815
H 0.55322 2.00697 0.56417



B | 10
Properties=species:S:1:pos:R:3 method="wB97M-V/def2-TZVPD" homo_energy_ev=-8.37 homo_lumo_gap_ev=9.4 lumo_energy_ev=1.1
C 0.47223 0.75311 0.82723
C 0.70688 0.23123 -0.52773
N 0.06658 -0.69542 -1.18940
N -1.10181 -1.14171 -0.62001
H 0.41632 -0.12978 1.51649
H -0.43509 1.32365 0.97183
H 1.36430 1.34170 1.04687
H 1.53175 0.72493 -1.12388
H -1.66237 -1.75815 -1.19167
H -1.35878 -0.64955 0.29027



C | 10
Properties=species:S:1:pos:R:3 method="wB97M-V/def2-TZVPD" homo_energy_ev="-8.40 / -7.70" homo_lumo_gap_ev="9.2 / 8.3" lumo_energy_ev="0.8 / 0.6"
C -0.50638 0.35931 0.74727
C 1.35369 0.40984 -1.26013
N -1.44427 -0.58674 0.26642
N -0.66905 -0.76967 1.53092
H -0.46922 1.37766 0.99296
H 1.28160 -0.41816 -2.04925
H 2.17150 0.43513 -0.63046
H 0.72492 1.19132 -1.45460
H -2.55399 -0.40943 0.32170
H 0.11119 -1.58927 1.53516



D | 10
Properties=species:S:1:pos:R:3 method="wB97M-V/def2-TZVPD" homo_energy_ev=-9.11 homo_lumo_gap_ev=8.6 lumo_energy_ev=-0.5
C 0.11178 -1.33613 0.50712
N -0.12352 0.28652 -1.45174
C 0.00522 0.14956 -0.02001
N -0.03029 1.08301 1.02133
H -0.34141 -1.94413 -0.32444
H 1.17391 -1.56208 0.70116
H -0.49916 -1.50173 1.37316
H 0.76291 0.36214 -1.96326
H -1.01510 0.12780 -0.70366
H 0.29352 2.05068 1.00729



Ordering by calculated energy gives the sequence A, B, D, C, with the first entry being the most stable.